{"formula": "C4H9N", "method": "the ωB97M-V functional and the def2-TZVPD basis", "total_charge": 0, "multiplicity": 1, "e_above_lowest_kj_mol": 365.7, "energy_ha": -212.41190, "orbital_gap_ha": 0.3487, "elements": ["C", "N", "C", "C", "H", "H", "H", "H", "H", "C", "H", "H", "H", "H"], "xyz": [[-1.34530, -1.31282, -1.10579], [-0.73726, -0.30162, -0.23574], [0.13243, -0.85965, 0.83804], [-1.02302, -0.46556, 1.21287], [-1.48524, -2.29132, -0.61971], [-2.31692, -0.94240, -1.45037], [-0.70175, -1.44135, -1.98356], [1.15881, -1.16672, 0.95417], [-1.77347, -0.15423, 1.92019], [1.61976, 1.79071, 0.10120], [2.16302, 2.02593, 1.01981], [2.04998, 0.89900, -0.36472], [1.68999, 2.62635, -0.59794], [0.56896, 1.59368, 0.31157]]}